# C3H4N2O

The molecule C3H4N2O at a distorted geometry (ωB97M-V/def2-TZVPD, OMol25).

SMILES ... O=c1[nH]cc[nH]1
Frontier orbital gap ... 9.1 eV
Charge ... 0
LUMO level ... 0.0277 Eh
HOMO energy ... -8.34 eV
Energy relative to the best compared isomer or geometry (same formula, charge and spin) ... 1.049 eV

Each line ends with the natural charge from an NBO analysis.
Atoms and positions in Å:
O -0.5185 0.3746 1.9446  -0.63
C -0.2430 0.1309 0.7832  0.74
N -0.1830 -1.0562 0.1056  -0.60
C 0.3187 -0.8636 -1.1906  -0.09
C 0.5406 0.4003 -1.3922  -0.10
N 0.0475 1.0095 -0.2935  -0.60
H -0.5470 -1.9452 0.4750  0.42
H 0.4703 -1.7579 -1.7051  0.21
H 0.8330 1.0337 -2.2609  0.23
H 0.6427 1.9934 0.0470  0.41

Atomic forces in eV per Å
O 0.2090 -0.0443 -0.7830
C -0.2768 0.3058 -0.8010
N -0.3898 -1.1202 0.5252
C -0.3583 -2.9343 0.8036
C 0.3152 1.6931 -2.1959
N 2.4784 6.7863 4.4394
H 0.5551 0.9356 -0.3131
H 0.2934 -0.7889 -1.3057
H -0.0976 -1.1136 0.8443
H -2.7287 -3.7196 -1.2139

# C37H74BrClFN3O3PS

A 3-piece molecular cluster, C37H74BrClFN3O3PS overall at a distorted geometry (ωB97M-V/def2-TZVPD, OMol25).

Frontier orbital gap ... 7.8 eV
Charge ... +1
LUMO level ... -0.1326 Eh
HOMO energy ... -11.41 eV

Each line ends with the Mulliken charge.
Atoms and positions in Å:
C 0.7632 4.4502 -3.1463  -0.74
C 0.5652 3.6148 -2.1328  -0.80
C 0.1209 2.4327 -1.0801  1.48
C 1.2706 1.3395 -0.7571  -0.40
S 2.7546 2.3180 -1.4641  -0.15
C 0.8784 0.0560 -1.7278  0.34
C 0.7005 0.5752 -3.2773  -0.29
C 0.8821 -0.3993 -4.5093  -0.62
C 2.0459 0.0752 -5.5792  -0.36
Cl 1.3763 -0.2735 -7.2957  -0.21
C 1.9347 -1.1424 -1.8168  -1.26
N 3.2660 -0.8152 -2.4870  -0.05
C 4.3702 -1.6859 -1.8882  -0.78
N -0.4043 -0.5165 -1.2440  1.29
C -1.2632 -1.2399 -2.1805  -0.97
C -2.4849 -0.3393 -2.8499  -0.01
C -2.7282 -0.6679 -4.4138  -0.68
O -4.1506 -0.5026 -4.6979  -0.61
C -0.6218 -0.6732 0.1985  0.16
C -2.1462 -0.4520 0.5978  -1.23
C -2.7758 1.0189 0.6337  0.81
C -4.2291 1.0594 -0.1598  -1.05
P -0.4986 -2.6274 0.4909  0.70
O -1.8855 -3.2869 0.6573  -0.74
C 0.5759 -0.1798 1.1907  0.62
C 0.3740 -0.4020 2.7692  -0.53
C -0.9772 -0.1092 3.5503  -1.30
N 1.4507 1.0125 0.7419  2.03
C 2.9532 0.6755 0.8981  -0.38
C 3.5496 -0.0614 2.1732  -1.14
C 3.6464 -1.7030 2.1176  1.24
F 4.9794 -2.1956 2.4026  -0.44
C 1.4117 2.2344 1.6239  -0.27
C 0.1611 2.7460 2.4314  -0.60
O -0.9972 3.1182 2.1146  -0.30
Br 0.3488 3.0034 4.4511  -0.13
H 1.2112 5.0875 -3.9894  0.39
H -0.8605 1.9893 -1.5342  -0.88
H -0.2646 3.0839 -0.2267  0.09
H 3.8657 1.5000 -1.5589  0.23
H 1.4509 1.4255 -3.5670  0.17
H -0.3127 1.1396 -3.4355  0.35
H 1.0554 -1.5158 -4.3581  0.24
H -0.0878 -0.3433 -5.1637  0.13
H 3.0021 -0.5556 -5.5057  0.30
H 2.2324 1.2072 -5.5626  0.32
H 1.3955 -2.0430 -2.3357  0.37
H 2.2972 -1.6112 -0.8241  -0.42
H 3.2637 -1.1771 -3.4709  0.35
H 4.1423 -2.8116 -2.1147  0.30
H 4.4551 -1.6014 -0.7495  0.24
H 5.3791 -1.4409 -2.3823  0.31
H -0.7165 -1.8756 -2.9988  0.37
H -1.9387 -2.0879 -1.7262  0.75
H -2.3054 0.8035 -2.6744  -0.04
H -3.5044 -0.5456 -2.3171  0.43
H -2.2810 -1.6595 -4.7812  0.33
H -2.1871 0.1789 -5.0146  0.20
H -4.3705 0.4480 -4.4838  0.34
H -2.8816 -1.0254 -0.1136  0.82
H -2.4846 -0.9633 1.5972  0.61
H -3.0575 1.3332 1.7240  0.43
H -2.1754 1.8791 0.1951  -1.04
H -4.7750 0.0490 -0.0911  0.38
H -4.0346 1.3738 -1.2672  0.17
H -4.8727 1.8446 0.3796  0.29
H 0.4479 -2.9565 1.5113  0.00
H 0.0584 -3.1939 -0.7350  0.01
H 1.3683 -1.0394 0.9612  -1.08
H 1.1416 0.2135 3.4068  0.05
H 0.6579 -1.4999 3.0673  0.09
H -1.6161 -1.0884 3.5535  0.42
H -1.6210 0.7730 3.1978  0.18
H -0.7676 0.0906 4.6832  0.33
H 3.5915 1.6595 0.9342  0.65
H 3.3853 0.0752 0.0263  -0.47
H 4.7040 0.1759 2.1877  0.48
H 3.2352 0.3311 3.2160  0.24
H 2.9488 -2.0816 2.9500  0.09
H 3.2715 -2.0842 1.1000  -0.57
H 1.7384 3.1768 1.0007  0.48
H 2.2452 2.2427 2.4483  0.86
C 3.6825 -5.4909 1.6594  -0.62
C 2.8896 -6.3235 2.6562  -0.54
C 2.9224 -5.7587 4.0779  -0.43
C 4.3088 -5.7000 4.7279  -0.54
C 5.0470 -7.0371 4.8186  -0.47
C 4.3265 -8.0662 5.6769  -1.21
H 4.7456 -5.4632 1.9115  0.32
H 3.5915 -5.9176 0.6564  0.42
H 3.3080 -4.4634 1.6250  -0.26
H 3.2531 -7.3553 2.6455  0.29
H 1.8458 -6.3624 2.3242  0.38
H 2.2506 -6.3529 4.7068  0.38
H 2.5036 -4.7446 4.0665  0.09
H 4.1985 -5.2867 5.7372  0.43
H 4.9377 -4.9891 4.1800  0.19
H 6.0374 -6.8558 5.2507  0.39
H 5.2197 -7.4478 3.8186  0.23
H 4.1792 -7.6918 6.6938  0.29
H 4.9171 -8.9844 5.7380  0.38
H 3.3509 -8.3285 5.2601  0.28
C -3.2928 4.9073 -0.5611  -0.20
C -4.2184 5.2774 -1.7108  -0.45
C -4.7014 6.7281 -1.6563  -0.87
C -5.5412 7.0932 -0.4279  -0.69
C -6.8016 6.2506 -0.2218  -0.18
C -7.8069 6.3827 -1.3562  -1.21
H -3.7979 4.9843 0.4052  0.31
H -2.9499 3.8739 -0.6725  -0.44
H -2.4128 5.5568 -0.5447  0.36
H -5.0704 4.5907 -1.7334  0.19
H -3.6790 5.1282 -2.6532  0.40
H -5.2746 6.9412 -2.5653  0.34
H -3.8304 7.3932 -1.6887  0.36
H -5.8288 8.1477 -0.5088  0.43
H -4.9202 7.0203 0.4721  0.28
H -7.2831 6.5716 0.7087  0.37
H -6.5394 5.1966 -0.0832  0.09
H -8.1141 7.4241 -1.4861  0.30
H -8.7010 5.7924 -1.1368  0.38
H -7.3976 6.0221 -2.3032  0.28

Atomic forces in eV per Å
C -0.4245 -4.8177 5.5803
C 0.4659 3.3360 -5.4893
C -1.2669 2.6060 -1.1798
C -0.4153 0.9078 -3.3713
S 0.2409 -0.4226 0.3812
C 0.4875 -0.8919 -0.7122
C 0.0888 2.0076 -0.7928
C -0.3861 -0.2368 -2.2114
C -0.7013 -0.2821 0.1794
Cl 0.6611 0.2355 1.3295
C 1.0630 -1.3530 0.0815
N 0.1223 -1.5736 0.1824
C 0.0387 -1.1116 -0.4326
N 0.6567 0.9812 0.3748
C -2.7684 -1.3289 -1.3077
C 0.0034 -0.1620 0.0236
C 0.5441 2.3431 0.1604
O 1.0184 0.6136 0.4180
C -0.7456 -1.4414 1.0090
C -2.2399 0.1757 0.4304
C -1.7029 0.5947 0.1986
C 0.8248 0.4190 0.3529
P -3.6119 -2.0389 -0.8030
O 2.9478 1.4109 0.1203
C 1.0595 -3.4970 -0.6755
C 0.6994 0.5074 2.1030
C -1.2728 -0.8231 0.8742
N 0.8781 0.6396 0.8040
C 3.7924 -0.3439 0.6639
C 2.0045 -1.0368 0.9148
C -1.1346 0.5976 0.9467
F -2.3837 1.2313 -0.7489
C 0.9897 3.5384 1.6013
C -5.5765 1.4850 0.2955
O 5.7816 -2.0551 -0.0873
Br 0.8375 -0.3906 -1.4846
H -1.1565 -1.2062 1.8954
H 2.1414 0.3891 0.8771
H 0.7402 -1.2861 -0.5780
H -1.1390 -0.0630 0.3404
H -1.1807 -1.5561 1.3382
H 1.7526 -1.3582 0.6518
H -0.2699 1.5278 0.2124
H 1.7726 -0.1641 1.4052
H -1.4064 1.2486 -0.0884
H -0.1414 -1.8433 0.1130
H 0.8498 1.7297 0.8427
H -1.1713 0.9956 -1.0954
H -0.4108 0.8670 1.1168
H 0.5137 1.8213 0.5271
H -0.0815 0.1570 -1.6229
H -1.5934 -0.2303 0.8533
H -0.5611 1.6956 1.3929
H 1.8068 1.5073 0.0014
H -0.1395 -2.0306 -0.4917
H 1.9961 0.0765 -0.8771
H -1.2662 1.2604 0.7260
H -0.6298 -1.6344 0.8890
H 0.3813 -1.5817 -0.4086
H 2.0864 0.8047 0.9434
H 1.3215 0.8851 -1.8177
H 0.8634 -0.6301 -1.9029
H -0.4868 -1.3792 0.6719
H 0.8823 1.5247 -0.2179
H -0.6720 -0.6460 2.0742
H 0.8739 -1.1193 -1.1032
H -0.0212 0.2528 -0.2855
H 0.2442 0.8305 0.9374
H -1.4969 1.8168 0.4185
H -1.0451 -0.9546 -1.7681
H -0.4931 2.0085 -1.0170
H 0.9363 1.9592 -0.1439
H 1.1190 -1.4409 0.3019
H -0.0466 -0.3579 -2.1814
H -1.9308 -1.6720 -0.5651
H -1.3405 0.9232 0.9451
H -2.1530 -0.0228 -0.4318
H 0.1604 -0.7808 -1.8371
H 1.2421 0.1137 -1.3188
H 0.9661 0.3498 1.4864
H -0.7225 -1.8569 0.7523
H -1.6874 -0.7223 -1.6447
C 0.0995 -0.2133 -0.1682
C -0.1589 0.1302 0.0751
C -0.0145 -0.1923 0.0928
C 0.0947 0.1126 -0.1151
C 0.0159 0.1073 0.0970
C 0.0543 -0.1757 -0.0418
H -0.0796 0.0869 -0.0341
H 0.0466 0.0909 0.0344
H 0.0452 0.0048 0.0315
H -0.0179 0.0597 0.0338
H 0.0622 -0.0789 0.0504
H 0.0439 0.0639 -0.0356
H -0.0164 0.0004 -0.0146
H 0.0141 -0.0406 -0.0438
H -0.0461 -0.0082 0.0261
H -0.0677 0.0114 -0.1026
H -0.0024 0.0527 0.0199
H -0.0372 -0.0311 -0.0648
H -0.1143 0.0560 0.0488
H 0.0350 0.0016 0.0678
C -0.0034 -0.1291 0.0441
C 0.0699 0.1051 -0.1087
C -0.1172 0.0315 -0.0943
C 0.0957 -0.0628 0.1204
C 0.0197 0.1646 0.0489
C -0.1259 -0.1570 0.0003
H 0.0802 -0.0063 -0.0322
H 0.0332 0.0140 0.0671
H -0.0434 -0.0105 0.0427
H -0.0080 0.0452 0.0044
H -0.0787 0.0044 0.0303
H 0.0390 -0.0067 0.0694
H -0.0345 -0.0561 -0.0081
H 0.0068 -0.0728 0.0077
H -0.0141 0.0308 -0.0553
H 0.0858 -0.0665 -0.0455
H 0.0272 0.0296 0.0125
H 0.0360 -0.0693 -0.0380
H 0.0401 0.0865 -0.0916
H -0.0469 0.0558 0.0230

Which of these has the lowest charge?
C3H4N2O